No. 1
The molecule C2H4N2O2, computed with wB97M-V/def2-TZVPD.

The electronic energy comes out at -9214.59027 eV. The calculation puts the orbital gap at 10.86 eV.

Structure (XYZ):
```
10
C2H4N2O2 | the Open Molecules 2025 dataset | wB97M-V/def2-TZVPD
N 1.885 0.260 -0.073
C 0.784 -0.469 0.244
O 0.791 -1.402 1.026
N -0.360 0.005 -0.448
C -1.439 -0.019 0.221
O -2.602 0.333 -0.323
H 2.772 -0.012 0.319
H 1.843 0.959 -0.798
H -1.532 -0.309 1.271
H -2.410 0.550 -1.254
```

=====

No. 2
A cluster of 2 separate species, C4H8O3 in total at a distorted geometry, computed with wB97M-V/def2-TZVPD.

The electronic energy comes out at -10418.44678 eV. The calculation puts the orbital gap at 10.02 eV.

Structure (XYZ):
```
15
C4H8O3 | the Open Molecules 2025 dataset | wB97M-V/def2-TZVPD
O 1.029 3.215 -0.402
C 0.210 2.865 -1.242
O -0.347 1.694 -1.360
C -0.098 0.411 -0.391
C 0.717 0.304 0.662
O 1.468 1.215 1.218
H -0.119 3.564 -2.023
H -0.505 -0.350 -1.004
H 0.734 -0.649 1.178
H 1.406 2.141 0.650
C -0.894 -2.882 0.539
H -0.113 -2.873 -0.219
H -1.634 -3.620 0.247
H -0.467 -3.135 1.505
H -1.389 -1.900 0.642
```

=====

No. 3
The ion C28H36Br2ClF9NO3S with charge +1 at a distorted geometry, computed with wB97M-V/def2-TZVPD.

The electronic energy comes out at -225145.13241 eV. The calculation puts the orbital gap at 9.25 eV. Its net charge is +1.

Structure (XYZ):
```
81
C28H36Br2ClF9NO3S | the Open Molecules 2025 dataset | wB97M-V/def2-TZVPD
C 2.449 1.159 3.961
C 2.656 2.338 3.006
S 1.291 3.536 2.889
C -0.178 2.477 2.835
C -1.143 2.516 1.625
Br -1.322 4.395 1.174
C -2.514 1.849 2.118
F -2.259 1.201 3.296
Cl -3.820 2.972 2.427
C -2.881 0.835 1.032
C -3.905 -0.245 1.417
C -3.616 -1.592 2.137
C -3.844 -2.832 1.247
Br -1.899 -1.806 3.057
C -1.517 0.392 0.539
C -1.444 -0.730 -0.481
C -2.094 -0.513 -1.863
C -2.519 -1.835 -2.462
C -1.578 -2.829 -2.704
C -1.963 -4.057 -3.212
C -3.300 -4.306 -3.488
C -4.242 -3.318 -3.260
C -3.855 -2.090 -2.749
N -0.708 1.691 0.367
C 0.776 1.424 0.433
C 1.412 0.751 -0.812
O 2.230 -0.330 -0.441
C 3.435 0.011 0.212
C 4.610 -0.734 -0.450
F 4.167 -1.737 -1.229
F 5.317 0.129 -1.242
C 5.579 -1.295 0.616
F 4.914 -2.248 1.301
F 5.819 -0.255 1.465
C 6.976 -1.866 0.145
F 7.221 -2.969 0.885
F 7.915 -0.941 0.425
C 7.124 -2.271 -1.340
F 6.321 -3.334 -1.575
F 8.409 -2.651 -1.518
C -0.955 2.364 -0.953
O -2.323 2.595 -1.110
C -2.683 3.698 -1.914
C -2.056 3.724 -3.286
O -3.478 4.477 -1.499
H 1.769 1.405 4.775
H 3.410 0.844 4.368
H 2.046 0.285 3.437
H 2.934 2.002 2.006
H 3.488 2.949 3.360
H -0.807 2.810 3.658
H 0.124 1.460 3.075
H -3.395 1.456 0.299
H -4.425 -0.503 0.491
H -4.654 0.289 2.011
H -4.326 -1.656 2.959
H -2.907 -3.325 0.983
H -4.334 -2.562 0.310
H -4.466 -3.561 1.764
H -1.026 -0.023 1.428
H -2.009 -1.534 -0.001
H -0.434 -1.134 -0.571
H -1.372 -0.066 -2.556
H -2.962 0.139 -1.764
H -0.526 -2.649 -2.502
H -1.215 -4.822 -3.386
H -3.594 -5.272 -3.880
H -5.286 -3.509 -3.474
H -4.600 -1.322 -2.571
H 0.959 0.776 1.287
H 1.242 2.398 0.595
H 1.993 1.486 -1.385
H 0.679 0.325 -1.489
H 3.376 -0.277 1.263
H 3.650 1.078 0.122
H 6.911 -1.459 -2.035
H -0.355 3.273 -0.993
H -0.631 1.662 -1.716
H -1.555 2.794 -3.543
H -2.862 3.926 -3.994
H -1.367 4.569 -3.347
```

=====

No. 4
The molecule C4H5NO at a distorted geometry, computed with wB97M-V/def2-TZVPD.

The electronic energy comes out at -7765.02373 eV. The calculation puts the orbital gap at 9.96 eV.

Structure (XYZ):
```
11
C4H5NO | the Open Molecules 2025 dataset | wB97M-V/def2-TZVPD
C -0.578 1.566 -0.318
C 0.047 0.202 -0.015
C -0.478 -1.017 -0.443
O 0.349 -1.947 0.054
C 1.259 -1.297 0.817
N 1.094 0.007 0.804
H -1.078 1.387 -1.436
H 0.232 2.513 -0.283
H -1.416 1.707 0.501
H -1.461 -1.264 -0.923
H 2.029 -1.858 1.243
```

=====

Q: Among the records above, which one has the lowest orbital gap?
A: C28H36Br2ClF9NO3S